{"formula": "C28H71N5O9", "method": "wB97M-V/def2-TZVPD", "symbols": ["C", "O", "C", "C", "N", "C", "C", "O", "C", "H", "H", "H", "H", "H", "H", "H", "H", "H", "H", "H", "H", "H", "H", "H", "C", "O", "C", "C", "N", "C", "C", "O", "C", "H", "H", "H", "H", "H", "H", "H", "H", "H", "H", "H", "H", "H", "H", "H", "C", "O", "C", "C", "N", "C", "C", "O", "C", "H", "H", "H", "H", "H", "H", "H", "H", "H", "H", "H", "H", "H", "H", "H", "C", "O", "C", "C", "N", "C", "C", "O", "C", "H", "H", "H", "H", "H", "H", "H", "H", "H", "H", "H", "H", "H", "H", "H", "C", "C", "C", "O", "C", "N", "H", "H", "H", "H", "H", "H", "H", "H", "H", "H", "H"], "xyz": [[5.5116, -0.7401, -4.3043], [5.8662, -0.4267, -2.9720], [5.0583, -1.0242, -1.9773], [3.5313, -0.6973, -1.9365], [2.7317, -1.2421, -3.0331], [2.6262, -2.7187, -3.0084], [1.9788, -3.1887, -4.2964], [2.3311, -2.4106, -5.4247], [1.4277, -2.5759, -6.4855], [4.7047, -0.1400, -4.7190], [5.2387, -1.8041, -4.3672], [6.3836, -0.7605, -4.9601], [5.5566, -0.7527, -1.0445], [5.1910, -2.1143, -2.0056], [3.4992, 0.3845, -2.1000], [3.1479, -0.8717, -0.9338], [3.1139, -1.0660, -3.9504], [2.0227, -2.9630, -2.1284], [3.5942, -3.1834, -2.7908], [0.9128, -3.3877, -4.1563], [2.3762, -4.1875, -4.5378], [0.3576, -2.4640, -6.2773], [1.5190, -3.6234, -6.8120], [1.6721, -1.9186, -7.3162], [-3.2240, 1.4365, -1.5988], [-3.4417, 1.1998, -2.9705], [-4.1276, 2.1594, -3.7023], [-3.4496, 3.5245, -3.8862], [-2.2386, 3.4889, -4.7338], [-2.3866, 3.1015, -6.1410], [-1.0121, 2.6852, -6.6444], [-0.6613, 1.4563, -6.0590], [0.7117, 1.1604, -6.2693], [-4.1559, 1.7360, -1.1016], [-2.6011, 2.3301, -1.4798], [-2.7780, 0.5615, -1.1442], [-5.0690, 2.3550, -3.1648], [-4.4662, 1.9609, -4.7222], [-3.0964, 3.8750, -2.9125], [-4.0979, 4.2703, -4.3512], [-1.6352, 2.8574, -4.2153], [-2.7774, 3.9565, -6.6911], [-3.0829, 2.2562, -6.1533], [-0.3578, 3.4763, -6.2565], [-0.9954, 2.6612, -7.7378], [0.9782, 0.1676, -5.9166], [1.3599, 1.9168, -5.8234], [0.8639, 1.1541, -7.3545], [0.0653, 0.1846, -2.5696], [-0.1816, 0.3880, -1.1844], [0.8932, 1.0404, -0.5468], [0.5794, 1.3299, 0.9069], [-0.6407, 2.1382, 1.0584], [-1.0569, 2.2088, 2.4386], [-2.5078, 2.6235, 2.7246], [-3.4036, 1.6394, 2.2124], [-4.6184, 2.1488, 1.6997], [-0.8215, -0.3372, -2.9255], [0.9771, -0.4048, -2.7054], [0.1736, 1.1009, -3.1583], [1.1090, 2.0050, -1.0218], [1.8254, 0.4694, -0.6301], [1.4196, 1.8708, 1.3549], [0.5251, 0.4382, 1.5435], [-1.3059, 1.6715, 0.4490], [-0.5437, 3.0659, 2.8969], [-0.7739, 1.3170, 3.0108], [-2.7358, 3.6362, 2.3999], [-2.5197, 2.4429, 3.8035], [-4.4161, 2.5412, 0.6924], [-4.9956, 2.9432, 2.3450], [-5.3452, 1.3658, 1.4903], [2.8940, -5.3133, 4.8611], [2.2176, -4.6325, 3.8206], [1.8052, -3.3415, 4.2239], [0.7053, -2.7043, 3.4019], [1.0491, -2.8088, 1.9858], [-0.0261, -2.3864, 1.0786], [-0.0826, -3.1855, -0.1830], [-0.4611, -4.5276, 0.0999], [0.0720, -5.4312, -0.8404], [3.8318, -4.8275, 5.1484], [3.1036, -6.2862, 4.4151], [2.2212, -5.4201, 5.7172], [2.6728, -2.6817, 4.0989], [1.4548, -3.2795, 5.2606], [0.6212, -1.6499, 3.6730], [-0.2436, -3.2038, 3.6508], [1.2755, -3.7866, 1.8299], [0.2079, -1.3434, 0.8676], [-1.0056, -2.3422, 1.5726], [0.9141, -3.1963, -0.6430], [-0.7271, -2.7039, -0.9244], [1.1613, -5.3111, -0.9225], [-0.3348, -5.1848, -1.8298], [-0.1364, -6.4523, -0.5324], [-0.1361, 3.9768, 7.8752], [-1.3260, 3.3208, 7.1530], [-1.4541, 1.8386, 7.4617], [-1.8692, 1.6701, 8.7962], [-1.8372, 0.3115, 9.1930], [-2.5775, 4.0774, 7.4571], [-0.2793, 5.0339, 8.0875], [0.8644, 3.7663, 7.4927], [-0.0926, 3.5100, 8.8704], [-1.1479, 3.5592, 6.0989], [-0.5274, 1.3674, 7.1202], [-2.2698, 1.4704, 6.8245], [-0.8101, -0.0236, 9.3756], [-2.2461, -0.3799, 8.4497], [-2.4146, 0.2944, 10.1154], [-2.9473, 3.5143, 8.2248], [-2.4326, 4.9945, 7.8567]], "forces_ev_per_a": [[0.313, -1.527, 0.012], [-0.430, 0.510, -0.441], [-0.101, -0.864, 0.676], [1.829, 1.206, -1.593], [0.247, -1.713, 0.477], [0.071, 1.268, 0.723], [0.609, -1.935, -0.198], [-0.681, 1.258, 0.651], [-0.081, -1.288, -0.664], [0.079, 0.270, -0.020], [-0.499, 0.062, 0.133], [0.176, 0.866, 0.214], [-0.334, 0.316, 0.088], [-0.032, -0.087, -0.289], [-0.119, 0.154, 0.311], [-0.207, -0.553, -0.159], [0.150, 0.684, 0.160], [-0.184, -0.225, -0.385], [0.071, -0.145, -0.498], [-0.237, 0.822, -0.275], [-0.077, -0.159, 0.323], [0.151, 0.416, 0.631], [-0.024, 0.116, -0.377], [0.280, 0.070, 0.143], [-0.595, 1.523, -0.370], [0.819, -1.319, -1.182], [-1.647, 2.314, 0.571], [1.228, -0.114, -0.301], [0.108, 0.266, 1.037], [0.005, -0.732, 1.430], [-0.661, 0.708, 0.459], [0.304, -0.432, 0.289], [-0.417, 0.158, -0.856], [-0.185, -0.498, -0.062], [0.473, -0.290, 0.219], [0.051, -0.047, -0.075], [-0.156, 0.137, 0.002], [0.438, -1.582, 0.207], [-0.238, 0.349, -0.098], [-0.483, -0.185, 0.378], [0.371, -0.185, -0.691], [-0.022, -0.071, -0.181], [-0.001, -0.044, -0.847], [0.344, -0.013, -0.378], [0.195, -0.169, -0.061], [-0.312, 0.017, 0.388], [0.055, 0.031, 0.118], [0.385, 0.057, -0.051], [-0.324, -0.431, 0.134], [0.168, 0.433, 0.289], [0.246, 0.368, 0.287], [-0.017, 0.490, 0.593], [0.356, -0.624, -0.773], [-0.256, 1.336, -0.097], [0.682, -2.195, 0.182], [-0.291, -0.256, -0.349], [0.726, 0.450, -0.864], [0.077, -0.068, -0.261], [-0.392, 0.044, -0.114], [-0.109, 0.353, 0.262], [-0.190, 0.091, -0.228], [-0.329, -0.073, 0.168], [0.106, 0.204, -0.274], [-0.150, -0.331, -0.293], [-0.442, 0.123, 0.400], [0.488, -0.269, 0.110], [-0.284, -0.169, 0.009], [-0.070, 0.029, 0.026], [-0.445, 1.050, 0.271], [-0.120, 0.510, 0.261], [-0.375, -0.108, -0.033], [0.065, -0.248, 0.709], [-0.369, -0.319, -0.726], [-0.803, 0.383, 0.197], [0.639, 1.284, 0.044], [0.066, -0.886, -0.732], [-0.270, -0.565, 0.119], [0.306, 0.826, 0.785], [0.451, -0.192, -0.243], [0.094, 0.132, 0.225], [0.192, 0.610, -0.297], [-0.071, 0.101, 0.033], [0.170, -0.077, 0.409], [0.224, -0.072, 0.143], [0.139, 0.046, 0.351], [0.286, -0.437, 0.166], [0.026, -0.019, 0.185], [-0.140, 0.095, -0.185], [-0.122, 0.015, -0.136], [-0.304, -0.052, -0.597], [-0.060, -0.415, 0.023], [0.042, 0.009, 0.221], [-0.317, -0.117, 0.064], [0.020, -0.065, 0.124], [-0.093, -0.452, -0.070], [-0.256, 0.063, -0.059], [0.135, -1.113, 1.643], [0.654, 2.755, -0.321], [-1.116, 1.007, -1.337], [0.753, -0.378, -0.274], [0.133, 0.215, 0.334], [-0.266, -1.863, 0.669], [0.093, 0.115, -0.491], [-0.186, 0.195, -0.574], [-0.081, 0.201, 0.092], [-0.026, -0.994, -0.232], [0.139, -0.346, 0.680], [0.136, -0.276, -0.132], [0.019, 0.112, 0.137], [-0.326, 0.234, -0.059], [0.064, -0.399, -0.014], [-0.562, 0.506, -0.034], [0.440, 0.020, -0.131]], "homo_lumo_gap_ev": 8.89, "lumo_ev": 0.6}

---

{"formula": "C27H36N5O3RuS6", "method": "wB97M-V/def2-TZVPD", "symbols": ["Ru", "O", "C", "O", "C", "C", "C", "N", "C", "C", "C", "C", "C", "C", "C", "N", "C", "C", "C", "C", "C", "N", "H", "H", "H", "H", "H", "H", "H", "H", "H", "H", "S", "S", "S", "S", "C", "S", "C", "O", "H", "H", "H", "H", "H", "H", "C", "C", "C", "C", "N", "C", "S", "N", "C", "C", "C", "C", "H", "H", "H", "H", "H", "H", "H", "H", "H", "H", "H", "H", "H", "H", "H", "H", "H", "H", "H", "H"], "xyz": [[-1.5303, -1.0776, 1.5242], [-2.2625, 3.8467, 6.1941], [-3.1865, 3.4815, 5.4555], [-4.3627, 3.8363, 5.2991], [-2.7633, 2.3066, 4.4749], [-1.4485, 1.8715, 4.4469], [-1.0886, 0.8893, 3.5336], [-2.0197, 0.3755, 2.7180], [-3.3046, 0.7549, 2.7428], [-3.7072, 1.7412, 3.6296], [-4.1270, 0.0647, 1.7402], [-5.4533, 0.3914, 1.4869], [-6.1287, -0.2319, 0.4563], [-5.4684, -1.1951, -0.2942], [-4.1588, -1.4975, 0.0274], [-3.4899, -0.8857, 1.0032], [0.2273, 0.2796, 3.3327], [1.3757, 0.6557, 4.0216], [2.5551, -0.0289, 3.8214], [2.5670, -1.0884, 2.9178], [1.4060, -1.3889, 2.2369], [0.2606, -0.7262, 2.4144], [-0.7441, 2.3115, 5.1398], [-4.7248, 2.1034, 3.6839], [-5.9342, 1.1498, 2.0887], [-7.1541, 0.0309, 0.2342], [-5.9592, -1.7020, -1.1124], [-3.6174, -2.2549, -0.5222], [1.3242, 1.4857, 4.7124], [3.4530, 0.2419, 4.3598], [3.4587, -1.6784, 2.7589], [1.3766, -2.1898, 1.5096], [-2.1726, -2.6073, 3.2094], [-3.1437, -4.0332, 2.3115], [-1.9931, -4.4685, 0.4392], [-0.9581, -2.8573, 0.0064], [-2.7079, 3.5822, -0.5313], [-1.9625, 2.0088, -1.0543], [-3.3870, 1.4783, -2.0542], [-1.9987, 1.1595, 0.1688], [-2.8882, 4.2017, -1.4088], [-2.0027, 4.0768, 0.1332], [-3.6358, 3.3744, -0.0008], [-3.5081, 2.1687, -2.8885], [-4.2781, 1.4628, -1.4278], [-3.1769, 0.4777, -2.4284], [1.4409, 1.6899, -3.9730], [0.4654, 0.6790, -4.5749], [1.0072, -0.7514, -4.6859], [1.0506, -1.5647, -3.3875], [2.1237, -1.1927, -2.4758], [1.9629, -0.5648, -1.3005], [0.4681, -0.0072, -0.7346], [3.0630, -0.3247, -0.5624], [4.4451, -0.4314, -0.9940], [5.0932, -1.7636, -0.6135], [6.5626, -1.8384, -1.0319], [6.7594, -1.9401, -2.5436], [1.0524, 2.7027, -4.0879], [2.4099, 1.6416, -4.4755], [1.5854, 1.5157, -2.9097], [0.2063, 1.0124, -5.5831], [-0.4534, 0.6693, -3.9818], [2.0089, -0.7193, -5.1283], [0.3655, -1.3069, -5.3746], [1.1823, -2.6194, -3.6400], [0.1183, -1.4599, -2.8379], [3.0556, -1.4582, -2.7526], [2.8702, 0.0773, 0.3396], [5.0047, 0.3849, -0.5337], [4.4882, -0.2792, -2.0747], [4.5385, -2.5889, -1.0703], [5.0200, -1.8808, 0.4704], [7.0123, -2.7132, -0.5587], [7.0876, -0.9569, -0.6528], [6.2334, -2.8090, -2.9438], [7.8172, -2.0514, -2.7799], [6.3979, -1.0484, -3.0573]], "forces_ev_per_a": [[-0.502, -1.297, -0.510], [-0.141, 0.153, 0.071], [0.223, -0.590, -0.460], [0.027, 0.137, 0.154], [-0.247, 0.545, 0.435], [0.255, -0.276, -0.259], [-0.691, 0.331, 0.044], [-0.251, 0.245, 0.413], [0.354, 0.264, 0.385], [0.085, -0.202, -0.277], [-0.263, -0.279, -0.502], [0.202, 0.154, 0.226], [0.025, -0.191, -0.190], [-0.162, 0.209, 0.150], [-0.003, -0.066, -0.058], [-0.862, 0.211, 0.146], [0.595, -0.440, -0.254], [-0.304, 0.243, 0.068], [0.078, -0.285, -0.253], [0.058, 0.259, 0.279], [-0.009, -0.107, -0.150], [0.724, 0.106, 0.979], [-0.067, 0.093, 0.030], [0.013, 0.067, 0.081], [-0.011, -0.010, -0.002], [-0.016, 0.000, 0.031], [0.027, -0.056, 0.009], [0.065, 0.013, 0.026], [-0.005, -0.035, 0.038], [-0.020, 0.036, 0.038], [-0.011, -0.013, -0.057], [-0.050, 0.016, 0.014], [1.503, 1.194, 0.199], [-0.329, -0.908, -1.946], [-0.620, -0.484, 1.178], [0.028, 0.681, 0.258], [0.221, -0.242, -0.120], [-0.746, 0.580, -0.353], [0.321, 0.057, 0.096], [0.181, -0.063, 0.157], [0.011, 0.013, -0.010], [0.021, -0.032, 0.007], [-0.005, -0.056, 0.007], [0.001, -0.006, -0.017], [0.013, 0.009, 0.065], [0.057, 0.001, 0.021], [-0.114, -0.070, -0.049], [0.229, -0.033, 0.042], [-0.088, 0.104, 0.214], [0.010, 0.124, -0.241], [0.108, 0.045, 0.013], [-0.280, 0.077, -0.028], [0.218, -0.074, -0.152], [0.200, 0.039, -0.056], [-0.029, -0.367, 0.049], [0.190, 0.139, -0.060], [-0.156, -0.082, -0.107], [0.032, 0.042, 0.168], [0.040, 0.020, 0.013], [0.009, 0.019, -0.007], [0.042, 0.011, 0.079], [-0.083, -0.017, 0.024], [-0.052, 0.004, -0.044], [-0.014, -0.078, -0.072], [0.068, -0.042, -0.034], [-0.001, -0.007, 0.079], [-0.044, -0.047, 0.009], [-0.021, -0.046, 0.056], [-0.033, 0.146, -0.045], [-0.019, 0.036, -0.049], [0.054, 0.131, 0.034], [-0.050, -0.017, 0.058], [-0.077, -0.037, -0.005], [0.051, 0.052, 0.037], [0.050, -0.044, 0.051], [-0.013, 0.003, -0.030], [-0.010, 0.009, -0.074], [0.008, -0.016, -0.060]], "homo_lumo_gap_ev": [6.61, 5.49], "multiplicity": 2, "lumo_ev": [-0.7, -1.7]}

---

The calculation returns the following energy values, one per record and in order: -2060.0640; -4034.0412 a.u..
The calculation returns the following energy above the lowest of the compared OMol25 structures with the same formula, charge and spin values, one per record and in order: 43.9; 34.6 kcal/mol.